9
Properties=species:S:1:pos:R:3:forces:R:3:lowdin_charge:R:1 method="wB97M-V/def2-TZVPD" de_lowest_ev=3.307 e_lumo_ha="0.010 / -0.071" max_force_ha_per_bohr=0.0533 molar_mass_g_mol=96.58 gap_ev="9.596 / 6.161"
Cl 3.67639 0.36630 1.32885 0.17 0.72 0.02 0.512
S -1.27897 0.74781 0.67634 0.50 0.42 1.51 0.576
C 2.53103 -0.72557 0.77729 -0.94 -2.17 -0.40 -0.584
C -2.14930 0.51917 -0.78533 -1.30 -1.07 -1.56 -0.653
H -3.06022 -0.12864 -0.60155 1.10 0.09 0.04 0.053
H 1.59409 -0.37802 0.18082 2.02 -0.79 1.36 0.000
H -1.45585 0.00480 -1.50188 -1.19 0.70 0.08 0.028
H -2.70310 1.40971 -1.14629 0.91 -0.13 -0.10 0.034
H 2.84593 -1.81554 1.07176 -1.26 2.24 -0.96 0.033